Entry 1:
{
  "formula": "C18H51BaCl3N4O18",
  "method": "wB97M-V/def2-TZVPD",
  "homo_energy_ev": -4.5,
  "total_charge": -2,
  "fmax_ha_per_bohr": 0.06636,
  "species": ["C", "H", "H", "O", "N", "O", "O", "H", "H", "H", "O", "H", "H", "H", "H", "H", "O", "H", "Cl", "N", "H", "O", "Cl", "H", "H", "C", "C", "H", "H", "C", "H", "C", "H", "C", "C", "C", "O", "H", "O", "C", "O", "H", "C", "H", "H", "Cl", "H", "H", "C", "H", "H", "H", "H", "H", "H", "H", "H", "H", "O", "O", "H", "H", "H", "C", "C", "H", "C", "O", "O", "H", "C", "H", "H", "Ba", "H", "N", "H", "C", "H", "C", "H", "O", "H", "H", "H", "C", "O", "H", "O", "H", "O", "H", "H", "O", "N"],
  "positions_angstrom": [[10.7375, 11.0665, 7.1256], [5.6297, 22.3081, 10.3345], [11.3742, 14.8406, 9.6369], [13.1755, 11.9827, 8.7529], [5.6408, 20.8271, 11.9224], [9.2694, 8.1969, 9.2939], [15.4582, 12.1470, 8.1467], [8.4417, 16.4949, 13.6314], [5.6232, 24.2577, 11.9130], [11.8178, 14.6375, 6.1483], [6.6961, 21.6709, 15.0197], [4.7342, 13.4457, 7.6314], [8.0157, 22.0821, 12.3094], [10.2736, 17.5099, 7.0197], [11.0813, 11.3707, 9.0705], [4.3432, 23.1732, 12.4962], [7.3093, 20.1855, 16.7879], [11.9436, 9.7325, 5.9147], [14.2492, 11.4874, 7.8605], [8.0110, 15.5351, 10.9782], [9.8136, 15.7754, 6.6585], [13.8817, 11.7661, 6.4570], [7.8060, 20.9745, 15.6348], [8.2234, 17.7741, 12.4073], [9.9419, 16.3560, 10.9240], [10.2345, 7.7327, 10.1753], [5.4126, 23.2843, 12.3141], [6.1623, 20.2426, 11.2535], [12.0547, 14.0490, 8.4555], [5.4082, 14.2754, 7.9685], [11.0237, 7.1762, 9.6594], [9.0470, 20.5675, 10.9057], [13.3488, 15.1898, 6.8981], [10.0172, 14.8090, 12.2467], [9.6966, 11.5704, 6.1695], [8.9326, 17.0470, 12.8107], [9.1985, 11.3729, 11.8863], [7.3471, 14.9994, 11.5279], [7.4870, 10.5339, 10.5344], [10.1613, 16.5048, 7.3944], [8.1387, 21.5478, 10.3881], [12.3112, 16.2010, 5.7304], [11.5067, 15.9358, 7.8732], [7.8295, 23.4277, 11.1490], [7.8675, 12.4174, 5.0553], [7.7591, 11.3624, 11.7490], [8.5916, 8.7456, 9.7326], [9.7507, 7.0733, 10.8832], [11.6461, 13.1600, 11.7075], [11.7057, 12.2345, 11.1670], [10.8553, 15.3479, 12.7439], [8.6799, 11.1347, 6.3475], [12.1515, 16.5857, 8.4810], [9.4524, 14.3277, 12.9998], [7.4626, 17.5572, 8.8116], [10.8305, 8.5392, 10.6598], [5.3619, 14.2461, 9.1061], [8.3227, 18.0769, 7.3304], [9.5109, 12.9750, 6.2460], [10.5274, 13.9454, 11.2774], [9.3887, 19.8967, 10.1203], [8.5386, 20.0369, 11.7212], [9.9387, 10.2669, 8.8388], [6.0614, 22.2264, 11.3841], [7.5284, 22.3468, 11.3761], [10.4143, 9.0736, 6.4113], [9.1967, 15.9428, 11.6753], [7.0899, 10.7631, 12.8749], [6.7103, 14.2551, 7.4958], [11.6006, 11.6971, 7.0665], [8.5318, 13.2566, 5.2218], [7.9397, 14.1047, 5.4031], [11.6640, 9.1615, 7.5500], [8.4452, 13.5369, 9.0754], [12.5890, 13.7863, 11.4601], [10.2658, 11.2101, 8.5335], [4.8070, 15.2088, 7.8646], [8.0484, 17.2199, 7.9236], [9.8302, 21.1138, 11.4710], [11.1935, 9.6888, 6.7166], [9.0137, 13.3053, 4.2413], [9.1639, 16.6437, 8.4527], [7.4631, 16.4985, 7.3843], [5.8754, 23.2560, 13.3513], [7.5511, 16.3125, 10.4940], [12.3224, 15.4931, 6.5784], [7.2315, 12.7147, 11.5772], [6.1462, 20.7223, 12.8431], [8.3431, 20.1020, 14.6141], [10.0326, 11.2398, 5.2013], [8.7791, 21.9332, 15.9866], [11.6478, 12.9053, 12.7705], [9.8179, 17.5202, 13.2257], [14.3469, 10.0428, 7.9762], [11.3109, 14.7158, 8.6283]]
}

Entry 2:
{
  "formula": "C35H47ClF6Ge2N4O6PtS3",
  "method": "wB97M-V/def2-TZVPD",
  "homo_energy_ev": [-10.9, -11.4],
  "total_charge": 1,
  "spin_multiplicity": 2,
  "fmax_ha_per_bohr": 0.01525,
  "s2": 0.753,
  "e_above_lowest_kj_mol": 0.0,
  "species": ["C", "C", "C", "Cl", "Ge", "C", "C", "H", "C", "H", "H", "H", "F", "H", "C", "C", "H", "C", "H", "C", "N", "O", "H", "H", "H", "F", "C", "N", "H", "H", "H", "C", "F", "H", "N", "C", "H", "H", "S", "H", "H", "H", "O", "H", "O", "H", "C", "F", "H", "C", "C", "C", "H", "C", "C", "C", "C", "C", "H", "O", "H", "C", "F", "C", "C", "H", "N", "H", "H", "H", "C", "H", "H", "C", "H", "H", "S", "H", "H", "C", "H", "C", "H", "H", "C", "H", "H", "F", "C", "S", "C", "O", "H", "H", "H", "H", "H", "C", "O", "Ge", "Pt", "H", "C", "H", "C"],
  "positions_angstrom": [[-1.8586, -2.3354, 2.2304], [-1.1406, -2.6037, 3.3794], [-3.4043, 1.9351, 1.2169], [-3.0239, -1.0258, 2.2673], [-2.0144, 4.0845, -3.6086], [3.2493, -4.2336, 1.6507], [-3.0736, 2.3957, 2.4915], [5.1233, -3.3809, 3.5416], [3.5968, 1.9055, -2.8781], [0.4450, 3.5694, -3.8616], [-6.0881, 3.9245, 0.6163], [1.9633, -1.2073, 1.8367], [-0.6339, 2.6621, 0.6731], [-6.2647, -1.9122, -1.5651], [4.5797, -4.9314, 2.0919], [5.2749, -5.6121, 0.9061], [0.3282, -3.8711, 4.2606], [-2.6206, -0.7934, -2.1531], [0.5021, 6.8742, -0.9323], [-3.8383, 3.3813, 3.0934], [2.6736, 1.7492, -0.4211], [1.1495, 1.2646, -2.2807], [5.2102, -6.4282, 3.5094], [5.6688, -4.8845, 0.1951], [-0.9944, 6.0686, 1.0909], [1.8183, 4.5117, 2.1291], [-5.2437, -1.5939, -1.7296], [1.7815, -2.6169, -1.0683], [6.1237, -6.1916, 1.2716], [3.7807, -5.5729, 4.0396], [-3.5878, 3.7260, 4.0883], [-0.0011, -4.3862, 2.2047], [3.2677, 2.1819, -4.1406], [1.7412, -4.9297, 0.2353], [2.3331, -2.4734, 0.1592], [3.5220, -3.2380, 0.5239], [0.2171, -1.5377, -1.9498], [0.5017, -6.4076, 1.8247], [2.1346, 2.2020, -1.8042], [-2.2087, 1.9918, 3.0053], [0.3858, 6.1309, -2.5301], [-4.3344, 3.2219, -3.0475], [1.8408, 3.6047, -1.9510], [-0.2333, 4.1361, -5.3987], [2.7638, -3.4050, 2.7083], [4.6223, -6.2993, 0.3662], [-0.2254, -3.6432, 3.3576], [3.9784, 0.6337, -2.8012], [-3.1249, 1.9243, -2.9399], [-2.6142, 5.8697, -4.0706], [-4.4910, 2.4912, 0.5443], [0.8352, -1.7209, -1.0911], [1.3843, -5.7245, 3.1637], [-0.7527, -4.0899, 1.0689], [-5.2452, 3.4946, 1.1418], [2.1730, -5.2506, 1.1862], [-4.5709, -1.9856, -2.8805], [-4.6055, -0.8000, -0.7892], [-1.0582, 6.9490, -1.8195], [4.1645, 2.3320, 1.4698], [-2.4618, 5.8992, 0.0640], [-0.4150, 3.5083, -4.5264], [3.0091, 4.8802, 0.3486], [2.2151, 4.0276, 0.9661], [-0.1684, 6.3559, -1.6193], [-0.6163, -4.6727, 0.1652], [0.7410, -1.0209, 0.0741], [-2.2918, -2.8613, 0.1940], [-0.5185, 2.4739, -4.8505], [-3.0504, 5.8221, -5.0704], [-3.4491, 2.7918, -3.5139], [-1.8789, 4.5175, 1.0629], [-5.0715, -2.6079, -3.6108], [4.2746, -5.9926, 3.1579], [-5.1328, -0.5112, 0.1124], [-3.3840, 6.2195, -3.3836], [-0.5566, 4.8007, -0.8382], [2.7108, -3.9245, 3.5171], [2.6621, -6.1997, 0.9721], [-4.9218, 3.9327, 2.4168], [4.2924, -2.5296, 0.8201], [-1.6949, -3.0728, 1.0729], [-4.7526, 2.1498, -0.4511], [-1.2997, -2.0187, 4.2748], [-3.2613, -1.5813, -3.0986], [-3.7104, 2.4550, -4.5180], [-5.5167, 4.7036, 2.8895], [4.6055, 2.6877, -2.5123], [-1.5938, 5.3916, 0.4815], [2.8050, 2.3293, 1.0332], [1.0151, -5.5028, 2.1602], [1.8229, 1.6629, 1.8627], [-1.6046, -0.4566, -2.3233], [3.8291, -3.7421, -0.3875], [5.9094, -3.1874, 1.9739], [-2.7439, -1.8787, -4.0015], [3.6583, -6.8065, 2.7753], [-3.2831, -0.3989, -0.9916], [-1.6119, 4.1263, -1.7669], [-2.3139, 0.6179, 0.3307], [-0.0387, 0.7931, 0.4045], [-1.7960, 6.5870, -4.1002], [1.7065, -1.5247, 0.8411], [6.4399, -4.4524, 3.0632], [5.5592, -3.9199, 2.7018]]
}

Entry 3:
{
  "formula": "C5H12N2O",
  "method": "wB97M-V/def2-TZVPD",
  "homo_energy_ev": [-6.8, -6.8],
  "total_charge": 0,
  "fmax_ha_per_bohr": 0.01168,
  "e_above_lowest_kj_mol": 551.8,
  "species": ["H", "N", "O", "H", "H", "H", "H", "H", "H", "C", "C", "N", "C", "H", "H", "H", "H", "H", "C", "C"],
  "positions_angstrom": [[1.0970, -2.5832, 0.2073], [0.5558, 1.4325, 0.5873], [-0.1802, 2.0385, -1.5429], [1.6185, 0.0277, -1.6653], [0.1168, 2.0422, 1.2786], [-2.2688, 0.5045, -1.1907], [2.2216, -1.1524, 1.5787], [1.0134, -1.6543, -1.7770], [1.3785, 1.9090, 0.2231], [0.6357, -1.6831, 0.6066], [0.7336, -0.6085, -1.6482], [1.2384, -0.9184, 1.4652], [-0.3724, 1.2664, -0.6202], [-1.4772, 0.2732, 1.7876], [-3.0515, -0.2493, 0.9972], [0.8609, 0.4522, 1.0950], [-0.4307, -1.5736, 0.4634], [0.0227, -0.3202, -2.4164], [-2.0719, 0.1957, 0.8847], [-1.6399, 0.6010, -0.3141]]
}